Entry 1:
The molecule C16H22O8. Source: the Open Molecules 2025 dataset; level of theory: wB97M-V/def2-TZVPD.

The SMILES is CCOC(=O)[C@H](O)[C@@H](O)c1cccc([C@H](O)[C@@H](O)C(=O)OCC)c1. As for the net charge: 0. The value obtained for the HOMO energy is -9.30 eV. The molar mass is 342.3 g/mol. For the total energy, the calculation gives -1224.83582 a.u.

```
46
Properties=species:S:1:pos:R:3:mulliken_charge:R:1
C -2.65 -0.29 1.42 -1.19
C -2.19 -1.13 0.25 0.65
H -1.68 -0.52 -0.51 -0.40
H -3.03 -1.65 -0.22 0.33
O -1.28 -2.12 0.74 -0.31
C -0.35 -2.58 -0.09 0.45
O -0.25 -2.28 -1.26 -0.65
C 0.67 -3.44 0.63 -0.15
O 0.27 -3.88 1.89 -0.64
H -0.22 -3.16 2.32 0.44
H 0.90 -4.33 0.03 0.50
C 1.97 -2.54 0.64 -0.43
C 1.62 -1.19 1.23 -0.21
C 1.51 -0.06 0.43 -0.11
C 1.14 1.16 0.97 0.55
C 0.86 1.25 2.33 -0.36
C 0.98 0.13 3.13 -1.13
C 1.37 -1.08 2.59 -0.47
H 1.49 -1.94 3.23 0.65
H 0.78 0.20 4.19 0.41
H 0.57 2.20 2.75 0.42
C 1.08 2.41 0.12 -0.45
O 1.75 3.46 0.74 -0.64
H 1.10 4.17 0.90 0.43
H 1.57 2.21 -0.84 0.57
C -0.42 2.82 -0.15 0.47
C -0.74 2.53 -1.61 0.50
O -0.78 3.42 -2.42 -0.67
O -0.92 1.25 -1.85 -0.25
C -1.12 0.83 -3.21 -0.45
C 0.06 -0.02 -3.67 -0.93
H 0.98 0.55 -3.62 0.31
H 0.14 -0.90 -3.03 0.07
H -0.11 -0.34 -4.69 0.45
H -1.23 1.73 -3.83 0.53
H -2.04 0.25 -3.23 0.27
O -0.62 4.18 0.10 -0.70
H -0.58 4.63 -0.77 0.39
H -1.08 2.25 0.51 0.12
H 1.73 -0.13 -0.63 0.37
O 2.52 -2.49 -0.64 -0.63
H 1.81 -2.28 -1.27 0.42
H 2.70 -3.04 1.28 0.52
H -3.16 -0.90 2.15 0.38
H -3.33 0.49 1.07 0.41
H -1.79 0.18 1.90 0.15
```

Entry 2:
A cluster of 2 separate species, C16H23 in total at a distorted geometry. Source: the Open Molecules 2025 dataset; level of theory: wB97M-V/def2-TZVPD.

As for the net charge: +1. The value obtained for the HOMO energy is -11.49 eV. The molar mass is 215.4 g/mol. For the total energy, the calculation gives -623.11466 a.u.

```
39
Properties=species:S:1:pos:R:3:mulliken_charge:R:1
C -3.06 3.11 2.39 -1.24
C -1.88 2.63 1.59 0.02
C -1.77 1.43 1.03 -0.37
C -0.61 1.02 0.12 1.50
H -0.49 -0.12 0.01 -1.40
C -0.70 1.66 -1.26 -0.53
C -0.46 2.95 -1.50 0.09
C -0.65 3.60 -2.85 -1.20
H -2.86 4.11 2.76 0.34
H -3.98 3.15 1.78 0.30
H -3.26 2.45 3.25 0.31
H -1.07 3.37 1.46 0.25
H -2.55 0.66 1.18 0.31
H 0.31 1.42 0.59 0.32
H -1.00 0.98 -2.08 0.27
H -0.12 3.61 -0.70 0.23
H -0.30 4.63 -2.80 0.33
H -0.09 3.07 -3.63 0.32
H -1.71 3.61 -3.14 0.28
C -0.88 -2.64 -0.90 -1.74
C -0.01 -2.04 0.16 1.27
C -0.65 -1.86 1.50 -1.01
C 1.41 -2.21 0.03 0.77
C 2.32 -1.68 1.00 -0.21
C 3.69 -1.87 0.88 -0.85
C 4.23 -2.63 -0.17 -0.30
C 3.36 -3.16 -1.13 -0.81
C 1.99 -2.97 -1.04 -0.25
H -0.52 -2.40 -1.90 0.46
H -0.93 -3.74 -0.83 0.45
H -1.91 -2.27 -0.83 0.37
H -0.03 -1.27 2.18 0.34
H -1.61 -1.34 1.38 0.28
H -0.87 -2.82 2.00 0.37
H 1.91 -1.10 1.83 0.23
H 4.34 -1.43 1.64 0.39
H 5.30 -2.76 -0.25 0.42
H 3.77 -3.76 -1.95 0.38
H 1.34 -3.42 -1.81 0.31
```

Entry 3:
A structure of composition C16H23AsN5OS6Ta at a distorted geometry. Source: the Open Molecules 2025 dataset; level of theory: wB97M-V/def2-TZVPD.

As for the net charge: +2. The value obtained for the HOMO energy is -13.33 eV. The molar mass is 749.7 g/mol. For the total energy, the calculation gives -5654.02824 a.u.

```
53
Properties=species:S:1:pos:R:3:mulliken_charge:R:1
Ta 1.07 -1.37 0.00 0.89
S 2.30 -2.98 -1.38 -0.31
As 3.49 -2.97 0.81 0.27
S 1.99 0.06 1.70 -0.04
S 1.40 -3.13 1.76 -0.23
S 3.74 -0.74 1.02 0.03
C 1.54 5.18 -1.36 -1.32
C 2.21 3.91 -1.04 0.76
C 3.34 3.84 -0.32 -0.93
C 4.06 2.64 -0.30 0.98
N 3.69 1.57 -0.99 -0.26
C 2.48 1.52 -1.50 0.21
S 1.81 -0.04 -1.97 -0.27
N 1.69 2.72 -1.54 0.08
C 5.31 2.48 0.50 -1.15
H 2.02 6.05 -0.89 0.38
H 0.46 5.13 -1.09 0.33
H 1.54 5.28 -2.44 0.36
H 3.78 4.74 0.10 0.37
H 0.75 2.67 -1.87 0.29
H 6.11 2.02 -0.08 0.37
H 5.18 1.70 1.29 0.20
H 5.68 3.44 0.89 0.37
N -5.44 2.05 0.10 -0.38
C -4.31 2.60 0.61 0.03
S -4.43 3.98 1.58 -0.25
C -2.99 2.06 0.16 0.89
C -1.79 2.48 0.83 -0.96
C -0.65 1.70 0.67 -0.44
N -0.72 0.48 0.12 0.25
C -1.74 0.20 -0.74 -0.49
C -2.87 0.97 -0.69 -0.87
H -6.29 2.47 0.47 0.26
H -5.41 1.04 0.01 0.21
H -1.80 3.33 1.49 0.42
H 0.29 1.98 1.07 0.39
H -1.67 -0.73 -1.35 0.53
H -3.73 0.67 -1.31 0.57
C -0.09 -5.32 -0.77 -0.91
N -1.06 -4.75 0.22 0.36
C -1.83 -5.90 0.83 -1.09
C -1.45 -3.47 0.31 0.67
C -2.63 -3.12 1.21 -1.36
O -0.77 -2.50 -0.24 -0.31
H 0.85 -5.55 -0.23 0.30
H 0.11 -4.58 -1.55 0.27
H -0.51 -6.23 -1.24 0.37
H -2.57 -5.52 1.50 0.46
H -1.13 -6.53 1.42 0.34
H -2.30 -6.51 0.03 0.34
H -2.35 -3.39 2.22 0.41
H -3.57 -3.64 0.90 0.41
H -2.76 -2.03 1.10 0.21
```

Entry 4:
A structure of composition C16H23BBeBr4Cl3F6KNNaO16SSiV at a distorted geometry. Source: the Open Molecules 2025 dataset; level of theory: wB97M-V/def2-TZVPD.

As for the net charge: +1. The value obtained for the HOMO energy is -9.85 eV. The molar mass is 1218.3 g/mol. For the total energy, the calculation gives -16590.80699 a.u.

```
76
Properties=species:S:1:pos:R:3:mulliken_charge:R:1
O -4.10 -1.67 1.09 -0.52
C -3.30 -1.01 0.52 0.21
Br -2.09 0.07 1.62 0.07
C -3.28 -1.12 -1.05 1.46
Si -1.53 -1.41 -1.79 0.18
C -0.86 0.24 -2.39 -0.71
C 0.50 0.70 -1.82 -0.30
C 0.98 2.04 -2.48 -0.65
Br 1.11 3.41 -1.09 -0.18
S -0.23 -2.56 -0.46 1.01
O -0.86 -2.91 0.76 -0.56
O 1.04 -1.95 -0.24 -0.50
F 0.05 -3.96 -1.19 -0.24
H -3.61 -0.11 -1.47 -0.55
H -4.04 -1.83 -1.42 -0.70
H -1.76 -2.24 -2.98 -0.17
H -1.60 1.02 -2.13 0.29
H -0.83 0.22 -3.50 0.53
H 0.48 0.76 -0.73 0.49
H 1.26 -0.05 -2.11 -0.03
H 1.99 1.89 -2.88 0.38
H 0.29 2.33 -3.28 0.39
Be -5.51 -2.90 -2.79 0.49
C 4.18 -1.76 -1.17 0.70
Cl 5.11 -3.25 -1.33 -0.14
Cl 4.81 -0.77 0.14 -0.04
Cl 4.18 -0.86 -2.69 -0.16
H 3.15 -2.02 -0.93 -0.30
C -8.12 -2.58 -5.13 0.81
O -8.30 -3.79 -5.04 -0.46
O -8.95 -1.76 -5.57 -0.32
O -7.06 -1.96 -4.78 -0.42
B -10.94 1.81 -2.43 0.52
O -10.49 2.25 -3.78 -0.39
C -9.25 1.88 -3.93 0.72
O -8.56 2.07 -4.90 -0.62
C -8.80 1.16 -2.68 0.62
O -7.67 0.68 -2.50 -0.95
O -9.74 1.11 -1.83 -0.34
F -11.99 0.93 -2.53 -0.32
F -11.29 2.90 -1.65 -0.33
Na -5.83 0.29 -2.76 1.03
O -5.89 -8.13 -3.20 -0.75
V -5.53 -6.55 -2.86 1.57
O -5.14 -4.88 -2.48 -1.01
C 8.02 2.56 4.14 -0.82
C 8.06 3.58 3.02 -0.26
O 7.32 3.20 1.85 -0.31
C 5.93 3.38 1.81 0.36
O 5.55 4.55 2.15 -0.45
C 5.13 2.25 2.62 0.59
F 5.74 1.07 2.49 -0.09
F 3.91 2.12 2.12 -0.24
F 5.01 2.50 3.92 -0.22
H 8.09 1.54 3.75 0.06
H 8.85 2.73 4.83 0.41
H 7.11 2.63 4.72 0.24
H 9.10 3.65 2.68 0.31
H 7.79 4.58 3.37 0.31
H 5.71 3.06 0.76 0.30
K -4.51 1.70 -0.14 0.94
Br 7.58 -1.04 2.50 -0.06
C 8.75 -2.42 1.79 -0.61
C 8.11 -3.78 1.89 -0.53
Br 8.19 -4.47 3.71 -0.13
H 9.69 -2.35 2.32 0.38
H 8.91 -2.15 0.74 0.35
H 8.67 -4.51 1.29 0.37
H 7.07 -3.79 1.59 0.28
C -2.32 2.47 5.65 -0.74
N -1.99 1.32 4.77 0.83
O -2.59 0.28 4.95 -0.48
O -1.13 1.50 3.92 -0.52
H -3.09 2.16 6.35 0.31
H -1.41 2.75 6.17 0.29
H -2.67 3.28 5.01 0.28
```

Entry 5:
A structure of composition C16H23Br9Cl2O6 at a distorted geometry. Source: the Open Molecules 2025 dataset; level of theory: wB97M-V/def2-TZVPD.

As for the net charge: +1. The value obtained for the HOMO energy (spin up / spin down) is -12.16 / -12.16 eV. The molar mass is 1101.4 g/mol. For the total energy, the calculation gives -25161.03622 a.u. Its expectation value of S² is 0.757. The spin multiplicity is 2.

```
56
Properties=species:S:1:pos:R:3:mulliken_charge:R:1
O -5.19 22.84 -0.58 -0.57
C -6.31 22.83 -1.05 0.42
O -7.04 21.69 -1.12 0.16
C -8.26 21.89 -1.80 -0.34
C -8.55 23.42 -1.54 -0.66
C -7.12 23.96 -1.50 -0.62
H -9.10 21.30 -1.43 -0.01
H -8.12 21.62 -2.85 0.41
H -9.05 23.60 -0.60 0.21
H -9.27 23.69 -2.32 0.45
H -6.92 24.86 -0.91 0.41
H -6.82 24.16 -2.53 0.25
O -1.38 19.93 -1.30 -0.31
C -1.09 21.06 -0.94 0.54
O 0.03 21.62 -1.39 -0.29
C 0.21 22.94 -0.89 -0.46
C -0.78 23.00 0.29 -0.73
C -1.86 22.07 -0.19 0.75
H -0.02 23.68 -1.66 0.30
H 1.23 23.07 -0.52 0.36
H -1.04 24.05 0.45 0.37
H -0.34 22.58 1.20 0.32
H -2.51 22.48 -0.96 0.02
H -2.50 21.66 0.59 -0.23
O -9.42 18.48 -3.53 -0.63
C -9.65 17.77 -2.59 0.65
O -9.68 16.49 -2.68 -0.38
C -10.10 15.87 -1.43 -0.40
C -9.95 16.93 -0.38 -0.39
C -9.85 18.22 -1.17 0.65
H -9.47 15.02 -1.18 0.32
H -11.11 15.47 -1.49 0.27
H -9.07 16.95 0.26 0.05
H -10.84 16.87 0.25 0.28
H -9.02 18.87 -0.89 -0.75
H -10.71 18.88 -1.09 0.31
C -7.84 20.84 2.31 0.53
Cl -9.28 21.31 1.56 -0.12
Cl -7.35 21.98 3.65 -0.19
H -7.90 19.83 2.71 0.34
H -7.06 20.86 1.55 -0.59
C -4.73 19.09 0.08 0.23
Br -4.21 20.03 1.71 0.05
Br -6.48 18.30 0.20 0.06
Br -3.36 17.67 -0.46 0.07
H -4.86 19.72 -0.80 -0.10
C -3.90 20.11 -3.98 -0.20
Br -3.19 21.95 -3.69 -0.04
Br -3.46 19.47 -5.81 -0.01
Br -5.91 19.96 -3.75 0.11
H -3.40 19.43 -3.29 0.15
C 0.09 17.74 0.80 0.19
Br -1.05 17.59 2.41 0.01
Br 1.04 16.02 0.49 0.00
Br 1.40 19.22 1.02 -0.03
H -0.55 17.97 -0.05 -0.18
```

Q: Which value of molar mass does entry 2 give?
A: 215.4 g/mol